Arrangement a

# C8H9N2

The ion C8H9N2 with charge +1 (wB97M-V/def2-TZVPD, the OMol25 dataset).

Last column: natural (NBO) charge in e.
Geometry (Å):
C1 2.679 0.483 0.155  -0.193
C2 2.316 -0.555 1.060  -0.200
C3 1.717 1.038 -0.606  -0.178
C4 1.029 -0.896 1.163  -0.021
C5 0.308 0.663 -0.599  0.106
C6 -1.191 -0.827 0.849  0.387
C7 -3.277 -0.630 -0.356  0.103
C8 -0.499 1.309 -1.490  -0.356
N1 -0.025 -0.326 0.417  -0.342
N2 -2.295 -1.125 0.244  -0.352
H1 3.707 0.795 0.100  0.245
H2 3.047 -1.072 1.659  0.253
H3 1.985 1.819 -1.297  0.238
H4 0.732 -1.690 1.831  0.221
H5 -1.145 -1.323 1.817  0.225
H6 -3.553 0.424 -0.291  0.206
H7 -3.932 -1.272 -0.934  0.223
H8 -0.053 2.058 -2.117  0.238
H9 -1.549 1.128 -1.605  0.197

Values from the calculation:
SMILES: C=[N+]=CN1C=CC=CC1=C
HOMO (spin up / spin down) in eV: -11.87 / -11.87
Net charge: +1
Orbital gap (spin up / spin down) in eV: 6.7 / 6.7

=====

Arrangement b

# C8H9N2

The ion C8H9N2 with charge +1 (wB97M-V/def2-TZVPD, the OMol25 dataset).

Last column: natural (NBO) charge in e.
Geometry (Å):
C1 1.077 -1.046 1.327  -0.335
C2 -0.823 -0.076 -1.770  -0.231
C3 0.305 -0.136 2.233  0.149
C4 -1.906 0.538 1.671  0.196
C5 1.209 -0.468 0.193  0.232
C6 -1.177 0.419 -0.635  0.294
C7 0.563 -0.300 -2.118  -0.418
C8 1.663 0.009 -1.045  -0.549
N1 -0.884 0.231 2.379  -0.344
N2 -1.870 0.943 0.371  -0.477
H1 1.358 -1.915 1.897  0.265
H2 -1.484 -0.550 -2.544  0.283
H3 0.991 0.017 3.056  0.215
H4 -2.710 0.928 2.267  0.213
H5 0.668 -1.420 -2.169  0.249
H6 0.703 0.370 -2.979  0.264
H7 2.020 1.127 -0.859  0.286
H8 2.592 -0.447 -1.494  0.287
H9 -2.294 1.776 0.219  0.423

Values from the calculation:
HOMO (spin up / spin down) in eV: -11.80 / -11.79
Net charge: +1
Orbital gap (spin up / spin down) in eV: 7.1 / 7.1

=====

So which one wins? Going from most stable to least: arrangement a, arrangement b.

=====

Arrangement a

# C17H25F3N4O3

An isolated molecule of C17H25F3N4O3 (wB97M-V/def2-TZVPD, the OMol25 dataset).

Last column: natural (NBO) charge in e.
Geometry (Å):
C1 2.352 -3.287 -1.186  -0.608
C2 3.291 -2.132 -1.503  -0.399
C3 2.617 -1.027 -2.305  -0.225
N1 1.528 -0.406 -1.585  -0.630
C4 0.220 -0.639 -1.850  0.688
O1 -0.158 -1.371 -2.744  -0.631
C5 -0.836 0.045 -0.958  -0.173
C6 -1.553 1.082 -1.762  0.136
N2 -0.899 1.869 -2.601  -0.265
N3 -1.838 2.650 -3.134  -0.323
C7 -3.077 2.378 -2.663  -0.057
C8 -2.940 1.353 -1.760  -0.110
C9 -4.001 0.693 -0.946  -0.634
N4 -0.434 0.556 0.353  -0.454
C10 0.237 1.857 0.268  -0.209
C11 0.897 2.300 1.553  -0.401
C12 1.781 1.177 2.061  -0.311
C13 2.638 1.606 3.220  0.988
F1 1.904 2.031 4.264  -0.328
F2 3.417 0.603 3.666  -0.327
F3 3.459 2.618 2.879  -0.329
C14 0.867 0.030 2.450  -0.392
C15 0.044 -0.482 1.270  -0.135
C16 -1.059 -1.326 1.919  0.803
O2 -0.865 -1.952 2.926  -0.601
O3 -2.236 -1.304 1.302  -0.505
C17 -3.249 -2.105 1.908  -0.261
H1 2.873 -4.075 -0.642  0.211
H2 1.509 -2.960 -0.574  0.198
H3 1.940 -3.716 -2.100  0.215
H4 3.697 -1.715 -0.574  0.189
H5 4.148 -2.500 -2.074  0.207
H6 3.342 -0.258 -2.581  0.196
H7 2.207 -1.432 -3.228  0.230
H8 1.741 0.236 -0.844  0.390
H9 -1.548 -0.759 -0.791  0.254
H10 -1.593 3.338 -3.821  0.406
H11 -3.943 2.919 -3.005  0.217
H12 -4.920 1.278 -0.944  0.218
H13 -4.232 -0.307 -1.321  0.220
H14 -3.674 0.584 0.089  0.229
H15 0.999 1.875 -0.527  0.166
H16 -0.505 2.595 -0.034  0.219
H17 1.471 3.208 1.349  0.229
H18 0.158 2.568 2.311  0.216
H19 2.472 0.865 1.269  0.213
H20 1.423 -0.807 2.870  0.248
H21 0.202 0.372 3.245  0.224
H22 0.664 -1.218 0.730  0.206
H23 -4.137 -1.992 1.295  0.196
H24 -2.949 -3.152 1.939  0.198
H25 -3.452 -1.766 2.923  0.196

Values from the calculation:
SMILES: CCCNC(=O)[C@H](c1n[nH]cc1C)N1CC[C@@H](C(F)(F)F)C[C@H]1C(=O)OC
HOMO in eV: -8.64
Orbital gap in eV: 9.3

=====

Arrangement b

# C17H25F3N4O3

An isolated molecule of C17H25F3N4O3 (wB97M-V/def2-TZVPD, the OMol25 dataset).

Last column: natural (NBO) charge in e.
Geometry (Å):
C1 2.392 -3.655 0.543  -0.614
C2 3.691 -3.177 -0.094  -0.400
C3 3.471 -2.176 -1.224  -0.225
N1 2.770 -0.984 -0.775  -0.622
C4 1.449 -0.816 -1.006  0.683
O1 0.791 -1.551 -1.722  -0.646
C5 0.772 0.431 -0.389  -0.162
C6 1.465 1.101 0.772  0.141
N2 2.225 0.443 1.639  -0.307
N3 2.589 1.356 2.546  -0.328
C7 2.076 2.578 2.283  -0.049
C8 1.335 2.464 1.135  -0.105
C9 0.551 3.527 0.440  -0.632
N4 -0.625 0.193 -0.014  -0.432
C10 -0.762 -0.926 0.917  -0.237
C11 -2.146 -0.942 1.544  -0.393
C12 -3.200 -1.038 0.445  -0.308
C13 -4.597 -1.032 1.014  0.987
F1 -4.872 0.102 1.689  -0.333
F2 -5.532 -1.149 0.052  -0.330
F3 -4.791 -2.053 1.872  -0.330
C14 -3.008 0.096 -0.555  -0.391
C15 -1.585 0.068 -1.117  -0.155
C16 -1.434 1.188 -2.132  0.800
O2 -1.171 1.029 -3.293  -0.575
O3 -1.659 2.398 -1.590  -0.519
C17 -1.550 3.496 -2.502  -0.263
H1 2.586 -4.410 1.306  0.209
H2 1.858 -2.830 1.018  0.207
H3 1.726 -4.086 -0.206  0.213
H4 4.334 -2.727 0.669  0.191
H5 4.243 -4.027 -0.502  0.206
H6 4.430 -1.881 -1.656  0.195
H7 2.868 -2.620 -2.015  0.229
H8 3.149 -0.487 0.018  0.417
H9 0.765 1.160 -1.206  0.234
H10 3.181 1.084 3.309  0.409
H11 2.271 3.425 2.920  0.220
H12 0.736 4.501 0.891  0.217
H13 0.823 3.592 -0.616  0.214
H14 -0.517 3.314 0.485  0.240
H15 -0.574 -1.883 0.409  0.186
H16 -0.007 -0.812 1.696  0.222
H17 -2.228 -1.786 2.231  0.223
H18 -2.298 -0.023 2.114  0.215
H19 -3.097 -1.999 -0.071  0.227
H20 -3.720 0.005 -1.378  0.228
H21 -3.177 1.054 -0.060  0.227
H22 -1.423 -0.855 -1.680  0.233
H23 -1.721 4.390 -1.910  0.195
H24 -0.561 3.519 -2.957  0.193
H25 -2.296 3.410 -3.290  0.198

Values from the calculation:
SMILES: CCCNC(=O)[C@H](c1n[nH]cc1C)N1CC[C@@H](C(F)(F)F)C[C@H]1C(=O)OC
HOMO in eV: -8.69
Orbital gap in eV: 9.3

=====

So which one wins? Going from most stable to least: arrangement b, arrangement a.